1.
The following is a DFT calculation (ωB97M-V/def2-TZVPD) of the molecule C3H5FO.

Output
Structure (SMILES): O=CCCF
Relative energy (zero: lowest compared OMol25 entry of this formula, charge and spin): 93.49 kJ/mol

Structure (XYZ):
```
10
Properties=species:S:1:pos:R:3:forces:R:3
O -1.032170 1.911878 -0.438936 -1.6 1.1 0.5
C -0.560779 0.823632 -0.374486 1.7 0.6 0.4
C -0.656016 -0.216076 0.701434 0.3 -1.4 -0.7
C 0.550201 -1.174666 0.526378 -0.6 -1.8 1.1
F 1.441315 -0.926234 -0.523249 -0.6 -0.3 0.8
H 0.227706 0.630762 -1.097003 -0.1 -0.7 -0.6
H -1.564017 -0.839103 0.491270 0.5 0.8 0.5
H -0.536674 0.020225 1.768108 -1.0 0.9 -0.6
H 0.078633 -2.197732 0.437218 1.1 0.8 -0.4
H 1.079442 -1.170408 1.501193 0.3 0.0 -0.9
```
Forces are in eV/Å.

2.
The following is a DFT calculation (ωB97M-V/def2-TZVPD) of a cluster of 2 separate species, C3H6Br2 in total.

Output
Structure (SMILES): C=CCBr.Br
Relative energy (zero: lowest compared OMol25 entry of this formula, charge and spin): 0.00 kJ/mol

Structure (XYZ):
```
11
Properties=species:S:1:pos:R:3:forces:R:3
C -1.399876 -0.027124 0.330278 -0.2 0.3 -0.7
C -0.103712 -0.329709 0.349602 0.7 0.7 1.3
C 0.683286 -1.535772 -0.077123 0.2 0.0 0.6
Br 0.968109 -1.775447 -1.937087 0.0 0.0 -1.3
H -1.807514 0.637407 1.108478 0.3 0.2 -0.9
H -2.040928 -0.284245 -0.515034 -0.3 -0.8 0.7
H 0.502436 0.404227 0.916544 -0.2 -0.9 0.3
H 1.691535 -1.505900 0.354638 -0.4 0.2 -0.1
H 0.244250 -2.478257 0.257299 -0.2 0.4 0.0
Br 0.911222 3.812012 0.141027 0.1 0.1 0.2
H 0.351197 3.082805 -0.928617 -0.1 -0.1 -0.2
```
Forces are in eV/Å.

3.
The following is a DFT calculation (ωB97M-V/def2-TZVPD) of a cluster of 6 separate species, C37H74Br2INO14P2 in total.

Output
Structure (SMILES): CCOP(=O)(CCC[C@](O[C@@H](O)CCCI)([C@@H](C[C@H](C)Br)O[C@@H](CC=O)C[C@H](C)Br)P(=N)(O)O)OCC.CC(C)=O.CC(C)=O.CC(C)=O.CC(C)=O.CC(C)=O
E: -8690.6430 a.u.

Structure (XYZ):
```
131
Properties=species:S:1:pos:R:3:forces:R:3
C 6.242038 -1.427031 -0.415715 0.6 -0.1 0.4
C 6.701443 -2.868195 -0.942414 1.7 0.8 0.5
O 5.988554 -3.335905 -2.122012 -2.9 -0.2 0.9
P 4.317672 -3.583752 -1.771507 0.9 -0.3 1.1
O 4.101665 -3.864265 -0.284903 0.4 0.5 -3.2
C 3.437561 -2.046748 -2.419556 -0.3 -0.5 -1.3
C 1.813842 -2.193518 -2.413844 0.4 0.0 -1.3
C 1.088595 -0.805026 -2.070453 0.8 0.0 -0.5
C 0.217066 -0.766809 -0.737421 1.7 0.6 -0.8
O -0.931114 -1.605201 -0.672820 0.8 0.3 -1.1
C -1.500532 -1.997676 -1.920625 -2.2 -0.4 -0.9
O -2.618880 -2.873713 -1.573948 1.5 0.7 0.6
C -2.142561 -0.834413 -2.820425 -0.5 0.1 -0.8
C -3.734177 -0.649477 -2.630095 0.6 0.8 -0.9
C -4.205723 0.749276 -3.316914 0.4 -1.0 1.3
I -6.320507 0.424820 -3.875060 1.0 0.4 0.1
C -0.154547 0.804370 -0.490519 -1.8 -0.5 -0.1
C -1.631785 1.008179 0.107376 -0.1 0.7 0.7
C -1.776034 0.698766 1.671426 -0.3 -1.3 -0.2
C -2.392718 -0.772453 1.965324 -0.5 0.9 -0.6
Br -3.191026 1.976026 2.357349 0.5 -0.5 -0.1
O 0.771839 1.474423 0.383279 0.0 0.4 -1.5
C 1.282291 2.721217 -0.127585 1.3 1.1 0.0
C 2.449215 2.534849 -1.250505 -1.1 0.5 0.3
C 1.914068 2.539817 -2.745205 3.2 -0.8 -2.3
O 2.732193 2.319539 -3.679723 -2.8 0.7 3.1
C 0.218469 3.796807 -0.620121 -0.4 0.6 -0.7
C -0.484111 4.674667 0.510120 1.1 0.5 0.9
C -0.365404 4.145786 2.005243 -0.1 0.6 0.8
Br -2.429702 5.023944 0.107244 0.9 -0.7 -0.3
P 1.377218 -1.400385 0.661108 0.0 -0.5 5.0
N 0.865511 -0.948071 2.121439 0.5 -0.6 -1.9
O 2.960291 -0.759205 0.510271 -2.1 -0.9 -1.1
O 1.387385 -3.122387 0.717829 0.4 2.6 -1.2
O 3.838597 -4.854868 -2.805748 1.7 1.7 2.1
C 4.119746 -6.119039 -2.114326 -1.2 -1.7 0.7
C 2.721707 -6.539129 -1.402693 0.7 0.7 -0.1
H 5.479539 -1.558618 0.416022 0.7 0.4 -1.3
H 5.889377 -0.747268 -1.265945 0.3 -1.2 1.1
H 7.142314 -0.892307 0.052318 -1.3 -1.0 -0.7
H 7.803708 -2.766311 -1.258769 -1.7 -0.3 0.2
H 6.677625 -3.681339 -0.146875 -0.2 1.3 -0.8
H 3.799310 -1.104010 -1.901190 -0.4 -1.5 -0.3
H 3.772280 -1.944976 -3.518479 -0.4 -0.1 1.6
H 1.553897 -2.422692 -3.513390 0.3 0.2 1.7
H 1.450516 -3.094214 -1.824318 0.5 1.3 -0.4
H 1.939940 -0.042075 -1.922392 -1.4 -1.1 -0.1
H 0.542395 -0.441015 -3.013304 0.4 -0.5 1.6
H -0.850937 -2.634157 -2.602329 -0.2 0.8 1.2
H -2.823931 -2.750984 -0.622904 0.3 0.1 -0.7
H -1.637683 0.180484 -2.735473 -0.4 -1.3 0.1
H -2.005498 -1.164227 -3.917088 -0.1 0.5 1.6
H -4.014068 -0.609980 -1.530558 0.1 -0.3 -1.4
H -4.260365 -1.481382 -3.198948 0.7 0.9 1.1
H -4.214564 1.544562 -2.503158 0.0 -0.8 -1.4
H -3.580700 1.014396 -4.225578 -1.0 -0.3 1.1
H -0.186728 1.250771 -1.553767 0.3 -0.5 1.6
H -2.445265 0.417911 -0.421510 1.3 0.6 0.5
H -1.922538 2.115502 -0.027360 0.7 -1.6 0.1
H -0.857568 0.916110 2.296143 -1.1 -0.4 -1.0
H -2.873520 -0.772615 2.996478 1.0 -0.3 -1.4
H -3.242718 -0.918721 1.201575 1.1 0.2 1.1
H -1.642687 -1.605680 1.797519 -0.8 1.2 0.5
H 1.844847 3.210871 0.752140 -1.0 -1.0 -1.1
H 3.152011 3.429400 -1.102098 -1.0 -1.2 -0.5
H 3.065113 1.596103 -1.056896 -0.8 1.2 -0.4
H 0.838194 2.739201 -3.057030 0.9 -0.1 0.8
H -0.611297 3.384266 -1.294931 1.3 0.3 1.0
H 0.791948 4.541421 -1.289966 -0.8 -1.1 1.0
H -0.001596 5.718784 0.489963 -1.0 -1.5 0.0
H 0.519588 4.686611 2.500889 -1.1 -0.9 -0.8
H -0.246064 3.025408 2.127391 -0.1 1.4 -0.4
H -1.287278 4.437610 2.627779 1.4 -0.4 -1.1
H 0.645573 -1.768423 2.700459 -0.1 0.6 -0.3
H 2.954601 0.182319 0.783176 -0.4 -0.7 0.1
H 1.614714 -3.367278 1.639682 0.0 0.4 -0.7
H 4.418161 -6.953932 -2.835655 -0.4 1.6 0.5
H 4.967823 -6.033187 -1.357429 -1.2 0.1 -1.0
H 2.616032 -7.664075 -1.273347 0.1 1.5 -0.2
H 2.688045 -6.018166 -0.393751 -0.1 -0.7 -1.2
H 1.874786 -6.106525 -2.049263 1.2 -0.9 0.9
C -1.115795 -2.446284 6.972198 0.3 0.0 -0.2
C -2.253664 -2.329224 5.992982 0.1 0.0 -0.7
C -3.647525 -2.246780 6.556584 -0.2 0.0 -0.3
O -2.054746 -2.302137 4.793994 -0.1 -0.1 0.6
H -0.171970 -2.496247 6.425707 -0.1 0.0 0.0
H -1.096098 -1.571590 7.625599 -0.1 -0.1 0.1
H -1.226613 -3.357556 7.563764 -0.1 0.1 0.2
H -3.740157 -1.363284 7.191590 0.0 -0.1 0.2
H -3.870749 -3.149192 7.129640 0.0 0.1 0.2
H -4.364718 -2.165954 5.737398 0.1 0.0 0.1
C -7.746376 4.867737 -1.006618 -0.2 -0.2 -0.3
C -6.779352 3.856017 -0.450327 0.1 -0.6 -0.3
C -5.996620 4.246530 0.775047 0.2 -0.4 0.0
O -6.637328 2.766890 -0.970950 0.0 0.5 0.2
H -8.239092 4.451007 -1.887331 0.1 0.0 0.1
H -8.506665 5.105345 -0.259566 0.1 0.2 0.0
H -7.209760 5.772329 -1.300753 -0.1 0.1 0.2
H -6.679526 4.456654 1.601119 0.1 0.2 0.0
H -5.382558 5.123753 0.560058 -0.2 0.1 0.1
H -5.340923 3.422545 1.063518 -0.1 0.1 -0.1
C -3.949746 -5.847902 -5.384340 0.0 0.1 -0.4
C -4.314929 -4.608536 -4.610307 -0.2 0.6 -0.2
C -4.354406 -4.715012 -3.109900 -0.2 0.2 0.0
O -4.567780 -3.561774 -5.176589 0.2 -0.4 0.2
H -3.960961 -5.623696 -6.452900 0.0 0.0 0.1
H -2.946543 -6.177777 -5.106289 -0.1 -0.2 0.1
H -4.676312 -6.638302 -5.184827 0.2 -0.1 0.1
H -3.369417 -4.993572 -2.731916 -0.1 -0.1 0.1
H -5.099510 -5.455291 -2.808961 0.2 -0.1 0.0
H -4.630589 -3.748745 -2.686716 0.1 -0.2 -0.1
C 9.162816 -1.964709 4.065445 0.3 0.0 -0.3
C 8.019470 -1.850184 3.092238 0.1 0.0 -0.6
C 6.630372 -1.743764 3.663810 -0.2 0.0 -0.4
O 8.210248 -1.843843 1.891236 0.1 -0.1 0.6
H 10.102247 -2.033593 3.513489 -0.1 0.0 0.0
H 9.196605 -1.080322 4.705146 -0.1 -0.1 0.1
H 9.046097 -2.865440 4.671727 -0.1 0.2 0.2
H 6.551756 -0.849579 4.285752 0.0 -0.1 0.2
H 6.401353 -2.634695 4.252229 0.0 0.1 0.2
H 5.908092 -1.667822 2.848416 0.1 0.0 0.1
C -1.999187 8.225346 0.945297 0.2 -0.1 0.4
C -0.702740 8.916050 1.274100 0.4 -0.3 0.4
C -0.495727 10.302339 0.723446 0.4 0.1 0.2
O 0.145455 8.374674 1.958450 -0.3 0.2 -0.3
H -2.009245 7.236475 1.407633 0.0 0.3 -0.1
H -2.838681 8.803924 1.337462 0.0 0.1 -0.2
H -2.092794 8.106985 -0.136098 -0.2 0.1 0.0
H -1.267967 10.973163 1.105400 -0.1 0.0 -0.2
H -0.523466 10.276705 -0.367934 -0.2 0.1 0.0
H 0.480243 10.675545 1.040145 -0.1 -0.1 0.0
```
Forces are in eV/Å.

4.
The following is a DFT calculation (ωB97M-V/def2-TZVPD) of a cluster of 3 separate species, C5H14N2S in total.

Output
Relative energy (zero: lowest compared OMol25 entry of this formula, charge and spin): 183.78 kJ/mol
⟨S²⟩: 0.757
Multiplicity: 2
Total charge: -1

Structure (XYZ):
```
22
Properties=species:S:1:pos:R:3:forces:R:3
C -1.746920 0.158017 1.278179 -0.1 0.1 0.0
C -0.912993 1.218031 2.028918 -0.6 -0.1 -1.0
C 1.026214 -0.093043 2.211997 -0.5 0.5 0.0
N 0.532644 1.068805 2.115343 0.3 -0.6 0.4
H -1.801921 0.299316 0.190082 0.5 0.2 0.4
H -1.383969 -0.855282 1.454549 -0.4 0.0 0.1
H -2.775364 0.296167 1.631967 0.0 -0.4 0.1
H -1.101220 2.157658 1.504985 0.1 0.1 0.2
H -1.354429 1.304717 3.020711 0.3 0.1 0.3
H 2.107348 -0.198440 2.229201 0.0 0.0 0.1
H 0.416709 -1.001675 2.236419 0.2 -0.1 -0.1
H 0.819698 1.490464 -0.350806 -0.1 0.3 -0.3
C 1.184421 -0.933071 -1.619733 -0.9 0.2 -0.6
C 0.804532 0.256771 -2.558835 0.1 -0.3 0.8
S -0.548267 1.315155 -1.869653 0.7 -0.3 -0.3
N 0.014772 -1.753100 -1.258359 0.2 -0.1 -0.2
H 1.600454 -0.539463 -0.697860 0.2 0.2 0.0
H 1.913761 -1.585497 -2.112689 0.1 0.1 0.1
H 0.472986 -0.135000 -3.525585 0.1 0.0 0.0
H 1.730654 0.824101 -2.696900 -0.2 0.2 -0.1
H -0.281591 -2.233760 -2.103402 0.0 -0.1 0.0
H -0.717518 -1.060873 -1.108528 -0.2 0.0 0.2
```
Forces are in eV/Å.

Please write out number 4 again, unchanged.
The following is a DFT calculation (ωB97M-V/def2-TZVPD) of a cluster of 3 separate species, C5H14N2S in total.

Output
Relative energy (zero: lowest compared OMol25 entry of this formula, charge and spin): 183.78 kJ/mol
⟨S²⟩: 0.757
Multiplicity: 2
Total charge: -1

Structure (XYZ):
```
22
Properties=species:S:1:pos:R:3:forces:R:3
C -1.746920 0.158017 1.278179 -0.1 0.1 0.0
C -0.912993 1.218031 2.028918 -0.6 -0.1 -1.0
C 1.026214 -0.093043 2.211997 -0.5 0.5 0.0
N 0.532644 1.068805 2.115343 0.3 -0.6 0.4
H -1.801921 0.299316 0.190082 0.5 0.2 0.4
H -1.383969 -0.855282 1.454549 -0.4 0.0 0.1
H -2.775364 0.296167 1.631967 0.0 -0.4 0.1
H -1.101220 2.157658 1.504985 0.1 0.1 0.2
H -1.354429 1.304717 3.020711 0.3 0.1 0.3
H 2.107348 -0.198440 2.229201 0.0 0.0 0.1
H 0.416709 -1.001675 2.236419 0.2 -0.1 -0.1
H 0.819698 1.490464 -0.350806 -0.1 0.3 -0.3
C 1.184421 -0.933071 -1.619733 -0.9 0.2 -0.6
C 0.804532 0.256771 -2.558835 0.1 -0.3 0.8
S -0.548267 1.315155 -1.869653 0.7 -0.3 -0.3
N 0.014772 -1.753100 -1.258359 0.2 -0.1 -0.2
H 1.600454 -0.539463 -0.697860 0.2 0.2 0.0
H 1.913761 -1.585497 -2.112689 0.1 0.1 0.1
H 0.472986 -0.135000 -3.525585 0.1 0.0 0.0
H 1.730654 0.824101 -2.696900 -0.2 0.2 -0.1
H -0.281591 -2.233760 -2.103402 0.0 -0.1 0.0
H -0.717518 -1.060873 -1.108528 -0.2 0.0 0.2
```
Forces are in eV/Å.

Please write out number 4 again, unchanged.
The following is a DFT calculation (ωB97M-V/def2-TZVPD) of a cluster of 3 separate species, C5H14N2S in total.

Output
Relative energy (zero: lowest compared OMol25 entry of this formula, charge and spin): 183.78 kJ/mol
⟨S²⟩: 0.757
Multiplicity: 2
Total charge: -1

Structure (XYZ):
```
22
Properties=species:S:1:pos:R:3:forces:R:3
C -1.746920 0.158017 1.278179 -0.1 0.1 0.0
C -0.912993 1.218031 2.028918 -0.6 -0.1 -1.0
C 1.026214 -0.093043 2.211997 -0.5 0.5 0.0
N 0.532644 1.068805 2.115343 0.3 -0.6 0.4
H -1.801921 0.299316 0.190082 0.5 0.2 0.4
H -1.383969 -0.855282 1.454549 -0.4 0.0 0.1
H -2.775364 0.296167 1.631967 0.0 -0.4 0.1
H -1.101220 2.157658 1.504985 0.1 0.1 0.2
H -1.354429 1.304717 3.020711 0.3 0.1 0.3
H 2.107348 -0.198440 2.229201 0.0 0.0 0.1
H 0.416709 -1.001675 2.236419 0.2 -0.1 -0.1
H 0.819698 1.490464 -0.350806 -0.1 0.3 -0.3
C 1.184421 -0.933071 -1.619733 -0.9 0.2 -0.6
C 0.804532 0.256771 -2.558835 0.1 -0.3 0.8
S -0.548267 1.315155 -1.869653 0.7 -0.3 -0.3
N 0.014772 -1.753100 -1.258359 0.2 -0.1 -0.2
H 1.600454 -0.539463 -0.697860 0.2 0.2 0.0
H 1.913761 -1.585497 -2.112689 0.1 0.1 0.1
H 0.472986 -0.135000 -3.525585 0.1 0.0 0.0
H 1.730654 0.824101 -2.696900 -0.2 0.2 -0.1
H -0.281591 -2.233760 -2.103402 0.0 -0.1 0.0
H -0.717518 -1.060873 -1.108528 -0.2 0.0 0.2
```
Forces are in eV/Å.